Entry 1:
Entry from the OMol25 dataset: a structure of composition C23H33NO6RuSi (the ωB97M-V functional and the def2-TZVPD basis).

Geometry as XYZ:
```
65
Properties=species:S:1:pos:R:3:mulliken_charge:R:1
Ru -0.107 -0.465 0.130 0.064
O 3.909 2.330 0.965 -0.371
C 3.315 1.204 1.398 -0.343
O 1.652 1.106 0.095 0.187
C 4.018 0.108 0.630 -0.720
O 3.383 -1.134 0.568 -0.099
C 3.216 -1.769 1.822 -0.556
C 1.880 -1.586 2.563 0.468
O 1.930 -1.886 3.758 -0.804
O 0.835 -1.270 1.913 -0.708
H 3.637 3.035 1.561 0.459
H 4.236 0.410 -0.404 0.347
H 4.989 0.028 1.153 0.362
H 3.302 -2.845 1.626 0.204
H 4.020 -1.501 2.513 0.428
C -3.729 -2.598 -2.402 -1.166
Si -2.644 -1.159 -1.797 0.306
C -1.419 -0.864 -3.206 -0.923
C -3.781 0.347 -1.714 -0.831
C -1.867 -1.547 -0.163 -0.743
H -4.178 -2.394 -3.379 0.292
H -4.537 -2.802 -1.695 0.298
H -3.128 -3.507 -2.491 0.278
H -1.932 -0.437 -4.075 0.390
H -0.945 -1.799 -3.512 0.219
H -0.627 -0.180 -2.894 0.137
H -4.114 0.645 -2.712 0.332
H -3.271 1.196 -1.256 0.092
H -4.667 0.125 -1.114 0.297
H -1.728 -2.640 -0.138 0.337
H -2.605 -1.316 0.620 0.482
C 0.928 2.354 -0.059 -1.408
C -0.327 2.328 0.808 3.369
C 0.090 2.375 2.283 -2.208
C -1.052 0.997 0.552 -0.791
C -1.230 3.481 0.401 -0.259
C -1.806 4.344 1.331 -0.335
C -2.693 5.340 0.939 -0.782
C -3.031 5.494 -0.395 -0.380
C -2.481 4.629 -1.333 -0.930
C -1.600 3.637 -0.938 -0.093
H 1.957 0.841 -0.782 0.171
H 1.605 3.173 0.208 0.196
H 0.661 2.445 -1.110 0.414
H 0.853 1.618 2.463 0.171
H -0.759 2.147 2.930 0.493
H 0.492 3.356 2.565 0.489
H -2.119 1.077 0.807 0.642
H -1.564 4.241 2.379 0.370
H -3.125 5.994 1.688 0.383
H -3.725 6.267 -0.701 0.372
H -2.755 4.715 -2.378 0.368
H -1.231 2.938 -1.679 0.166
O 0.957 -2.197 -1.185 -0.680
N 1.464 -3.182 -0.512 0.625
C 0.812 -3.712 0.551 -0.058
C 1.337 -4.794 1.224 -0.950
C 2.540 -5.353 0.822 -0.257
C 3.199 -4.783 -0.256 -0.670
C 2.650 -3.697 -0.900 -0.156
H -0.098 -3.199 0.817 0.423
H 0.793 -5.173 2.077 0.430
H 2.964 -6.196 1.349 0.377
H 4.152 -5.160 -0.600 0.384
H 3.099 -3.176 -1.731 0.396
```

## Properties
* spin multiplicity: 2
* orbital gap (alpha / beta): 6.089 / 6.056 eV
* E_HOMO (alpha / beta): -0.12274 / -0.12159 Eh
* M: 548.7 g/mol
* total charge: -1
* expectation value of S²: 0.77


Entry 2:
Entry from the OMol25 dataset: a structure of composition C23H33NOP2Yb in a non-equilibrium geometry (the ωB97M-V functional and the def2-TZVPD basis).

Geometry as XYZ:
```
61
Properties=species:S:1:pos:R:3:mulliken_charge:R:1
C 3.000 -3.367 0.149 -0.716
C 2.510 -2.277 -0.569 -0.036
C 1.203 -2.432 -1.183 0.375
C 0.246 -3.114 -0.380 0.168
C 0.708 -4.045 0.568 -0.540
C 2.080 -4.259 0.719 -0.549
C -1.183 -2.668 -0.463 0.280
C -1.480 -2.142 -1.843 0.364
C -0.426 -1.550 -2.590 0.122
C -0.788 -0.555 -3.571 -0.189
C -2.038 -0.630 -4.167 -0.544
C -3.014 -1.462 -3.599 -0.637
C -2.770 -2.100 -2.382 -0.705
H 4.071 -3.463 0.349 0.408
H -0.023 -4.633 1.131 0.368
H 2.436 -5.100 1.319 0.370
H -1.872 -3.480 -0.187 0.638
H -2.258 -0.005 -5.034 0.431
H -3.995 -1.533 -4.068 0.371
H -3.581 -2.598 -1.844 0.429
N 0.891 -1.747 -2.322 -0.654
Yb -0.713 -1.061 2.266 -0.074
C 3.003 -0.861 -0.447 -1.242
H 2.958 -0.357 -1.426 0.297
H 4.016 -0.781 -0.030 0.699
C 0.108 0.661 -3.644 -1.030
H 1.173 0.397 -3.589 0.483
H -0.105 1.291 -4.515 0.589
P 1.715 -0.009 0.672 1.141
P -0.308 1.622 -2.142 0.963
C -1.935 2.322 -2.390 -1.149
H -2.258 2.824 -1.470 0.377
H -1.894 3.049 -3.212 0.391
H -2.662 1.541 -2.640 0.347
C 0.892 2.850 -1.680 -1.169
H 0.657 3.795 -2.187 0.500
H 0.850 3.008 -0.593 0.284
H 1.902 2.523 -1.957 0.396
C 1.945 -0.994 2.220 -1.448
H 2.985 -0.867 2.536 0.509
H 1.339 -0.614 3.088 0.261
H 1.793 -2.073 2.058 0.381
C 2.679 1.464 1.161 -1.423
H 2.073 2.069 1.849 0.303
H 3.608 1.166 1.667 0.495
H 2.921 2.071 0.277 0.391
H -1.383 -1.761 0.384 -0.397
H -0.379 0.670 -1.081 -0.170
C -1.443 2.624 4.461 -0.687
C -1.940 3.147 3.101 -0.633
C -1.787 2.003 2.109 0.129
O -0.947 0.991 2.789 0.078
C -0.620 1.367 4.180 -0.319
H -0.874 3.384 5.007 0.317
H -2.299 2.348 5.089 0.302
H -1.350 4.011 2.771 0.337
H -2.983 3.465 3.166 0.331
H -2.738 1.516 1.876 0.363
H -1.281 2.283 1.177 -0.275
H 0.459 1.558 4.239 0.277
H -0.895 0.518 4.825 0.315
```

## Properties
* spin multiplicity: 2
* orbital gap (alpha / beta): 4.952 / 5.764 eV
* E_HOMO (alpha / beta): -0.27270 / -0.32122 Eh
* M: 574.5 g/mol
* total charge: +1
* expectation value of S²: 0.75


Entry 3:
Entry from the OMol25 dataset: a cluster of 3 separate species, C23H34BN4O10 in total in a non-equilibrium geometry (the ωB97M-V functional and the def2-TZVPD basis).

Geometry as XYZ:
```
72
Properties=species:S:1:pos:R:3:mulliken_charge:R:1
C 3.294 4.576 0.178 -0.478
O 1.887 4.703 0.591 -0.429
B 1.344 3.391 1.067 0.424
O 0.957 3.253 2.484 -0.517
N 1.283 2.260 0.020 0.535
C 0.456 2.509 -1.222 -1.249
C -0.601 1.275 -1.582 1.680
C -0.201 0.811 -3.134 -1.332
O -1.950 1.850 -1.471 -0.383
C -3.008 0.844 -1.647 -0.156
C -3.484 0.083 -0.275 0.603
C -2.561 -0.864 0.694 -0.233
C -3.207 -1.614 2.039 -0.397
C -4.814 -1.472 2.467 -0.466
C -5.731 -0.502 1.513 -0.428
C -5.085 0.244 0.180 -0.577
C 2.032 1.143 0.298 0.106
N 2.904 0.905 1.546 -0.364
C 3.499 -0.488 1.282 -0.095
N 2.997 -1.080 -0.047 -0.112
C 3.320 -2.453 -0.656 -0.315
C 3.547 -2.398 -2.290 0.057
O 2.728 -3.064 -3.136 -0.430
N 2.178 -0.081 -0.580 0.186
H 3.920 3.798 0.815 0.163
H 3.890 5.607 0.234 0.280
H 3.373 4.242 -0.959 0.186
H 1.712 2.848 3.037 0.363
H 1.169 2.788 -2.107 0.248
H -0.191 3.489 -1.004 0.378
H -0.412 0.358 -0.879 -0.504
H 0.901 1.075 -3.427 0.345
H -1.020 1.207 -3.869 0.357
H -0.279 -0.375 -3.135 0.292
H -3.962 1.436 -2.050 0.211
H -2.785 0.019 -2.446 0.203
H -1.426 -1.035 0.456 0.047
H -2.464 -2.272 2.698 0.258
H -5.237 -2.055 3.419 0.289
H -6.878 -0.348 1.805 0.379
H -5.850 0.912 -0.442 0.351
H 4.257 -1.012 2.039 0.335
H 4.283 -2.951 -0.167 0.314
H 2.355 -3.109 -0.477 0.296
H 4.441 -1.711 -2.663 0.308
H 1.773 -0.330 -1.515 0.256
C -9.878 -3.122 -1.627 -1.459
C -8.379 -3.002 -1.813 0.473
C -7.613 -3.017 -0.525 -0.508
O -6.458 -2.262 -0.842 -0.222
C -6.815 -1.411 -1.849 0.645
O -6.131 -0.480 -2.241 -0.534
O -8.041 -1.737 -2.357 -0.333
H -10.278 -2.263 -1.077 0.358
H -10.380 -3.130 -2.600 0.358
H -10.142 -4.040 -1.092 0.369
H -8.020 -3.776 -2.502 0.259
H -7.338 -4.031 -0.218 0.330
H -8.136 -2.525 0.303 0.281
C 8.494 2.043 3.156 -1.393
C 8.454 0.614 2.653 0.464
C 8.061 0.498 1.211 -0.428
O 7.459 -0.782 1.155 -0.286
C 6.974 -1.038 2.407 0.648
O 6.225 -1.960 2.682 -0.613
O 7.434 -0.121 3.310 -0.305
H 7.500 2.502 3.121 0.326
H 8.809 2.065 4.204 0.352
H 9.188 2.653 2.570 0.378
H 9.412 0.117 2.848 0.258
H 8.925 0.547 0.541 0.321
H 7.324 1.245 0.896 0.273
```

## Properties
* orbital gap: 6.211 eV
* E_HOMO: -0.36622 Eh
* M: 537.4 g/mol
* total charge: +1


Which formula does entry 1 have?
C23H33NO6RuSi